No. 1
# C21H36CsGeNO8S

A structure of composition C21H36CsGeNO8S at a distorted geometry (ωB97M-V/def2-TZVPD, the Open Molecules 2025 dataset).

* expectation value of S²: 0.75
* lowest unoccupied orbital energy (alpha / beta): 0.068 / 0.021 Ha
* energy relative to the best compared isomer or geometry (same formula, charge and spin): 20.9 kcal per mole
* max |F|: 1.37 eV/Å
* Kohn-Sham gap (alpha / beta): 6.657 / 5.384 eV

```
! wB97M-V def2-TZVPD RIJCOSX def2/J DEFGRID3
* xyz -1 2
Cs 0.21 0.08 -1.09
C -2.27 -1.36 2.93
C -1.07 -1.63 2.04
C 0.04 -2.36 2.79
C -1.49 -2.42 0.81
O -0.58 -0.34 1.60
Ge 0.78 0.64 2.12
O 2.25 -0.12 1.40
C 3.51 -0.45 1.98
C 3.89 -1.82 1.42
C 4.53 0.60 1.52
C 3.44 -0.50 3.50
O 0.45 2.07 1.15
C 0.97 3.39 1.13
C 1.81 3.67 2.38
C -0.23 4.32 1.09
C 1.82 3.55 -0.13
H -2.73 -2.30 3.24
H -3.01 -0.77 2.37
H -1.96 -0.80 3.82
H -0.32 -3.34 3.13
H 0.34 -1.80 3.68
H 0.90 -2.51 2.14
H -1.78 -3.41 1.15
H -0.66 -2.55 0.09
H -2.35 -1.97 0.32
H 3.86 -1.79 0.33
H 3.18 -2.57 1.76
H 4.89 -2.11 1.75
H 4.55 0.64 0.43
H 5.53 0.35 1.88
H 4.27 1.58 1.91
H 2.69 -1.21 3.83
H 3.20 0.49 3.91
H 4.41 -0.80 3.91
H 1.21 3.54 3.28
H 2.19 4.70 2.36
H 2.67 3.00 2.43
H -0.84 4.19 1.98
H -0.85 4.09 0.22
H 0.08 5.37 1.02
H 2.66 2.85 -0.12
H 2.20 4.57 -0.20
H 1.21 3.35 -1.02
O -1.15 2.04 -4.94
C -1.33 1.18 -4.06
O -0.52 0.30 -3.66
C -2.70 1.21 -3.35
C -3.76 1.88 -3.95
C -4.98 1.89 -3.30
C -5.11 1.25 -2.08
C -4.00 0.59 -1.55
N -2.82 0.57 -2.18
C -4.10 -0.15 -0.21
O -4.22 -1.39 -0.32
O -3.89 0.54 0.80
H -3.59 2.38 -4.89
H -5.83 2.40 -3.74
H -6.04 1.23 -1.53
C 1.07 -4.18 -4.20
S 0.57 -2.52 -3.71
C -1.19 -2.84 -3.57
O 1.08 -2.38 -2.31
H 0.74 -4.90 -3.45
H 2.16 -4.18 -4.25
H 0.65 -4.42 -5.17
H -1.62 -2.96 -4.57
H -1.62 -1.96 -3.11
H -1.36 -3.72 -2.95
*
```

No. 2
# C4H9NS

The molecule C4H9NS at a distorted geometry (ωB97M-V/def2-TZVPD, the Open Molecules 2025 dataset).

* SMILES: C=C(CN)SC
* lowest unoccupied orbital energy: 0.032 Ha
* energy relative to the best compared isomer or geometry (same formula, charge and spin): 26.4 kcal per mole
* max |F|: 2.54 eV/Å
* Kohn-Sham gap: 9.384 eV

```
! wB97M-V def2-TZVPD RIJCOSX def2/J DEFGRID3
* xyz 0 1
C -0.81 2.06 -0.04
C -0.29 0.79 -0.07
C -1.07 -0.45 0.32
N -1.28 -1.40 -0.74
S 1.31 0.58 -0.76
C 2.11 -0.59 0.34
H -1.85 2.11 0.26
H -0.26 2.92 -0.36
H -2.07 -0.21 0.71
H -0.61 -0.87 1.22
H -1.71 -0.86 -1.51
H -0.42 -1.60 -1.15
H 1.43 -1.38 0.65
H 2.50 -0.08 1.25
H 3.02 -1.03 -0.11
*
```

No. 3
# C28H58BI2N4O20P3S2

A cluster of 5 separate species, C28H58BI2N4O20P3S2 in total at a distorted geometry (ωB97M-V/def2-TZVPD, the Open Molecules 2025 dataset).

* SMILES: CNC[C@@H](O[C@](S)([C@@](CCCCn1cccc1)(OB(O)O)N(C[C@@H](C)I)P(N)O)P(O)(O)=S)P(O)I.COC(=O)OC.COC(=O)OC.COC(=O)OC.COC(=O)OC
* lowest unoccupied orbital energy: -0.005 Ha
* max |F|: 2.23 eV/Å
* Kohn-Sham gap: 7.906 eV

```
! wB97M-V def2-TZVPD RIJCOSX def2/J DEFGRID3
* xyz 0 1
C 5.02 0.69 -5.80
N 5.29 -0.18 -4.65
C 4.03 -0.66 -4.04
C 4.25 -0.83 -2.54
O 3.22 -1.52 -1.84
C 1.91 -0.99 -1.69
S 1.85 0.83 -2.02
C 1.44 -1.35 -0.20
C 0.41 -0.37 0.39
C -0.95 -0.22 -0.31
C -1.84 0.70 0.53
C -1.70 2.16 0.08
N -1.63 3.11 1.17
C -0.58 3.24 2.04
C -0.85 4.26 2.93
C -2.12 4.76 2.57
C -2.59 4.03 1.49
O 0.75 -2.58 -0.12
B 1.25 -3.82 -0.43
O 0.28 -4.80 -0.62
O 2.59 -4.13 -0.57
N 2.64 -1.36 0.68
C 3.30 -0.04 0.75
C 4.72 -0.06 1.36
C 5.71 0.68 0.44
I 4.83 1.00 3.25
P 2.31 -2.04 2.23
N 1.89 -0.73 3.24
O 3.78 -2.51 2.81
P 0.90 -1.80 -3.09
O 0.89 -0.78 -4.34
O 1.87 -2.97 -3.58
S -0.87 -2.47 -2.81
P 5.86 -1.88 -2.47
O 5.55 -3.03 -3.58
I 5.83 -3.16 -0.41
H 4.39 1.54 -5.54
H 5.98 1.12 -6.11
H 4.62 0.13 -6.64
H 5.72 0.45 -3.97
H 3.28 0.11 -4.23
H 3.73 -1.60 -4.49
H 4.57 0.11 -2.08
H 0.65 0.96 -2.61
H 0.83 0.62 0.54
H 0.13 -0.74 1.37
H -1.41 -1.21 -0.31
H -0.90 0.08 -1.35
H -1.56 0.63 1.58
H -2.88 0.39 0.47
H -0.78 2.26 -0.51
H -2.51 2.49 -0.56
H 0.29 2.62 1.96
H -0.21 4.61 3.72
H -2.68 5.56 3.02
H -3.52 4.14 0.96
H 0.56 -5.59 -0.16
H 2.80 -4.94 -0.11
H 2.73 0.72 1.28
H 3.47 0.38 -0.24
H 5.10 -1.07 1.47
H 6.14 0.01 -0.30
H 5.23 1.53 -0.06
H 6.54 1.04 1.04
H 0.97 -0.92 3.64
H 2.53 -0.63 4.02
H 3.78 -3.46 2.68
H 1.52 -1.09 -5.01
H 1.31 -3.71 -3.85
H 5.77 -2.67 -4.45
C -0.63 -3.73 9.35
O 0.00 -4.17 8.15
C 0.90 -3.31 7.66
O 1.21 -2.26 8.14
O 1.40 -3.84 6.54
C 2.39 -3.05 5.89
H -1.33 -4.51 9.63
H 0.10 -3.60 10.14
H -1.17 -2.80 9.19
H 3.26 -2.89 6.54
H 1.97 -2.09 5.59
H 2.70 -3.59 5.01
C 2.78 -10.01 2.77
O 2.86 -9.24 3.96
C 1.96 -8.25 4.04
O 1.13 -7.99 3.21
O 2.15 -7.61 5.19
C 1.24 -6.53 5.43
H 3.55 -10.77 2.83
H 1.81 -10.50 2.69
H 2.95 -9.39 1.89
H 0.22 -6.89 5.47
H 1.34 -5.77 4.65
H 1.51 -6.10 6.38
C -1.43 5.31 -2.32
O -2.81 5.62 -2.17
C -3.39 6.13 -3.26
O -2.84 6.32 -4.31
O -4.66 6.38 -2.98
C -5.41 6.92 -4.07
H -1.09 4.91 -1.37
H -1.30 4.55 -3.09
H -0.85 6.20 -2.57
H -5.43 6.23 -4.91
H -4.99 7.88 -4.38
H -6.42 7.08 -3.72
C -9.81 6.39 -2.68
O -9.68 6.29 -4.10
C -10.76 6.69 -4.77
O -11.77 7.11 -4.29
O -10.51 6.55 -6.07
C -11.59 6.95 -6.92
H -8.87 6.04 -2.25
H -9.97 7.42 -2.38
H -10.62 5.76 -2.32
H -11.82 8.00 -6.78
H -12.47 6.34 -6.73
H -11.25 6.78 -7.94
*
```

No. 4
# C3H10N2O2

A cluster of 3 separate species, C3H10N2O2 in total at a distorted geometry (ωB97M-V/def2-TZVPD, the Open Molecules 2025 dataset).

* lowest unoccupied orbital energy (alpha / beta): -0.002 / 0.007 Ha
* energy relative to the best compared isomer or geometry (same formula, charge and spin): 259.3 kcal per mole
* max |F|: 2.08 eV/Å
* Kohn-Sham gap (alpha / beta): 8.296 / 8.854 eV

```
! wB97M-V def2-TZVPD RIJCOSX def2/J DEFGRID3
* xyz 0 1
C 0.39 1.11 -0.35
C -1.20 -0.41 -0.58
C 0.16 2.07 0.77
N 0.66 -1.64 -0.87
N 1.39 -0.62 0.97
O 0.90 -1.78 0.45
O 0.13 -2.82 -1.28
H -0.37 -3.22 -0.54
H 1.01 -0.67 1.92
H -0.13 1.37 -1.26
H 1.42 0.92 -0.61
H -1.45 -1.20 0.12
H -1.77 0.47 -0.27
H -1.40 -0.63 -1.62
H 0.36 3.09 0.42
H 0.80 1.88 1.63
H -0.88 2.07 1.10
*
```

No. 5
# C2H5NO2

A cluster of 2 separate species, C2H5NO2 in total at a distorted geometry (ωB97M-V/def2-TZVPD, the Open Molecules 2025 dataset).

* SMILES: C=NO.C=O
* lowest unoccupied orbital energy: 0.020 Ha
* energy relative to the best compared isomer or geometry (same formula, charge and spin): 88.0 kcal per mole
* max |F|: 2.46 eV/Å
* Kohn-Sham gap: 10.440 eV

```
! wB97M-V def2-TZVPD RIJCOSX def2/J DEFGRID3
* xyz 0 1
C -0.10 -0.13 0.86
N -0.93 0.84 0.70
O -1.68 1.05 1.81
H -0.13 -0.67 1.79
H 0.66 -0.42 0.19
H -2.24 1.77 1.50
C 1.32 -0.50 -2.11
O 1.48 -1.37 -1.29
H 1.94 0.40 -2.13
H 0.57 -0.60 -2.91
*
```

No. 6
# C3H2F2OS

The molecule C3H2F2OS at a distorted geometry (ωB97M-V/def2-TZVPD, the Open Molecules 2025 dataset).

* SMILES: O=C(S)/C(F)=C\F
* lowest unoccupied orbital energy: -0.002 Ha
* energy relative to the best compared isomer or geometry (same formula, charge and spin): 38.2 kcal per mole
* max |F|: 6.60 eV/Å
* Kohn-Sham gap: 9.924 eV

```
! wB97M-V def2-TZVPD RIJCOSX def2/J DEFGRID3
* xyz 0 1
O -0.04 -1.63 0.60
C -0.38 -0.52 0.33
S -1.97 -0.04 -0.28
C 0.46 0.64 0.18
F 0.07 1.96 0.28
C 1.69 0.35 -0.17
F 2.29 -0.76 -0.39
H -2.41 -1.26 -0.98
H 2.36 1.31 -0.49
*
```

No. 7
# C40H116N8O14

A cluster of 14 separate species, C40H116N8O14 in total at a distorted geometry (ωB97M-V/def2-TZVPD, the Open Molecules 2025 dataset).

* lowest unoccupied orbital energy: 0.015 Ha
* energy relative to the best compared isomer or geometry (same formula, charge and spin): 49.0 kcal per mole
* max |F|: 2.82 eV/Å
* Kohn-Sham gap: 9.397 eV

```
! wB97M-V def2-TZVPD RIJCOSX def2/J DEFGRID3
* xyz 0 1
C -4.54 3.30 3.25
C -5.05 3.36 1.84
C -4.36 2.26 0.99
O -6.44 3.07 1.88
H -4.78 2.30 3.60
H -5.03 4.01 3.92
H -3.46 3.45 3.19
H -4.99 4.35 1.39
H -4.89 2.17 0.05
H -4.39 1.30 1.51
H -3.30 2.47 0.86
H -6.57 2.21 2.28
C 5.29 -4.53 1.06
C 4.27 -3.60 0.37
C 4.45 -3.31 -1.08
O 3.77 -2.13 -1.51
C 4.12 -1.76 -2.78
N 2.99 -4.19 0.62
H 6.32 -4.21 0.88
H 5.21 -5.58 0.80
H 5.16 -4.52 2.14
H 4.36 -2.64 0.89
H 4.24 -4.18 -1.70
H 5.52 -3.22 -1.31
H 5.07 -1.27 -2.98
H 3.31 -1.06 -2.99
H 3.92 -2.58 -3.48
H 3.05 -5.14 0.28
H 2.31 -3.83 -0.04
C 2.23 -2.88 5.73
C 2.82 -2.61 4.36
C 3.78 -1.43 4.29
O 3.07 -0.25 4.63
C 3.55 1.01 4.30
N 3.51 -3.80 3.85
H 2.91 -3.44 6.37
H 1.29 -3.42 5.63
H 2.01 -1.94 6.23
H 1.94 -2.42 3.74
H 4.12 -1.36 3.26
H 4.72 -1.50 4.84
H 2.80 1.80 4.40
H 4.06 1.02 3.34
H 4.38 1.15 4.99
H 3.53 -3.73 2.84
H 2.88 -4.57 3.99
C 1.77 -0.88 0.61
C 0.73 0.00 1.38
C -0.66 0.11 0.67
O -0.55 0.44 -0.68
C -1.79 0.38 -1.43
N 0.71 -0.39 2.77
H 1.47 -1.92 0.52
H 2.72 -0.91 1.15
H 1.98 -0.37 -0.33
H 1.14 1.01 1.28
H -1.41 0.69 1.21
H -1.05 -0.90 0.76
H -2.13 -0.65 -1.48
H -1.59 0.87 -2.38
H -2.56 1.04 -1.02
H 1.66 -0.34 3.09
H 0.17 0.37 3.17
C 4.34 4.63 4.60
C 4.16 5.29 3.24
C 3.70 4.24 2.20
O 3.12 4.89 1.03
C 2.63 3.96 0.02
N 3.10 6.32 3.37
H 4.53 5.43 5.32
H 5.14 3.91 4.75
H 3.43 4.16 4.97
H 5.04 5.81 2.86
H 2.97 3.55 2.63
H 4.66 3.81 1.94
H 3.46 3.49 -0.51
H 2.01 4.54 -0.66
H 1.94 3.19 0.38
H 2.38 5.64 3.58
H 3.01 6.58 2.40
C -4.36 -3.74 -0.92
C -5.65 -2.92 -1.19
C -5.29 -1.44 -1.53
O -6.46 -0.66 -1.84
C -7.11 -0.22 -0.64
N -6.33 -3.60 -2.28
H -3.93 -3.71 0.08
H -3.51 -3.39 -1.50
H -4.47 -4.81 -1.10
H -6.34 -2.97 -0.35
H -4.67 -1.46 -2.42
H -4.58 -0.87 -0.92
H -6.42 0.52 -0.24
H -7.30 -1.05 0.04
H -8.01 0.28 -1.01
H -6.56 -4.56 -2.05
H -7.19 -3.12 -2.50
C -0.43 5.94 4.38
C -0.57 4.65 3.54
C -0.90 4.97 2.00
O -0.87 3.76 1.25
C -1.12 3.99 -0.12
N 0.65 3.84 3.71
H -0.53 5.82 5.46
H -1.22 6.67 4.17
H 0.50 6.47 4.19
H -1.38 4.05 3.96
H -0.26 5.76 1.60
H -1.91 5.35 1.90
H -0.38 4.67 -0.56
H -2.11 4.43 -0.26
H -1.20 3.04 -0.64
H 0.55 3.12 3.00
H 0.59 3.32 4.57
C -2.20 0.73 -5.33
C -1.55 2.08 -5.32
C -0.37 2.15 -6.38
O 0.70 1.12 -6.23
C 1.66 1.42 -5.23
N -2.51 3.14 -5.55
H -2.43 0.53 -6.37
H -3.02 0.64 -4.62
H -1.43 0.00 -5.08
H -1.19 2.20 -4.30
H 0.06 3.15 -6.38
H -0.86 1.90 -7.32
H 1.14 1.31 -4.28
H 2.07 2.42 -5.41
H 2.50 0.74 -5.28
H -3.05 3.12 -6.40
H -3.23 2.91 -4.89
C 2.20 -7.04 -4.91
C 1.79 -6.61 -3.48
C 1.52 -5.09 -3.35
O 1.08 -4.82 -2.05
C 0.66 -3.43 -1.92
N 0.50 -7.25 -3.14
H 2.29 -8.12 -5.04
H 3.21 -6.68 -5.09
H 1.63 -6.62 -5.74
H 2.56 -6.96 -2.79
H 0.79 -4.75 -4.09
H 2.41 -4.49 -3.56
H 0.27 -3.23 -0.92
H -0.10 -3.19 -2.66
H 1.47 -2.73 -2.16
H 0.16 -6.42 -2.66
H 0.07 -7.12 -4.05
C -2.18 -3.08 -4.53
O -1.09 -3.72 -5.28
H -2.84 -2.56 -5.23
H -2.76 -3.86 -4.03
H -1.83 -2.41 -3.75
H -0.69 -2.98 -5.75
C -2.27 1.11 5.37
O -0.98 1.61 5.00
H -2.41 0.11 4.98
H -2.31 0.95 6.45
H -3.12 1.73 5.06
H -0.47 1.40 5.79
C -4.87 2.91 -2.52
O -4.88 3.33 -3.87
H -5.44 1.98 -2.41
H -3.89 2.60 -2.16
H -5.27 3.68 -1.87
H -5.72 3.72 -4.10
C 3.93 1.82 -2.54
O 5.10 1.81 -1.83
H 3.88 0.91 -3.13
H 3.05 1.70 -1.90
H 3.99 2.70 -3.17
H 5.82 1.65 -2.44
C -0.36 -3.74 2.58
O -1.06 -2.61 2.99
H -0.70 -3.96 1.57
H 0.71 -3.55 2.47
H -0.41 -4.49 3.37
H -0.39 -1.92 2.95
*
```

| no. | electronic energy (eV) |
| --- | --- |
| 1 | -108133.926 |
| 2 | -16618.309 |
| 3 | -143307.234 |
| 4 | -10338.243 |
| 5 | -7736.934 |
| 6 | -21458.628 |
| 7 | -83937.579 |